Entry 1:
Computed, not measured: 10 unconnected molecules or ions with the total composition C20H60O10S10 in a non-equilibrium geometry, with the ωB97M-V functional and the def2-TZVPD basis.

Energy above the lowest of the compared OMol25 structures with the same formula, charge and spin = 139.6 kcal/mol
HOMO-LUMO gap = 6.842 eV
Energy = -5531.750158 Ha
F_max = 5.1 eV Å⁻¹

Each line ends with the Löwdin charge.
Element x y z (Å)
C -3.002 -1.819 -0.667  -0.294
S -4.257 -2.090 -1.841  0.886
O -5.142 -0.801 -1.786  -0.571
C -3.244 -1.959 -3.312  -0.264
H -3.499 -2.071 0.304  0.088
H -2.655 -0.818 -0.743  0.021
H -2.234 -2.539 -0.771  0.027
H -2.788 -0.960 -3.388  0.038
H -3.826 -2.037 -4.228  0.058
H -2.510 -2.765 -3.335  0.049
C 6.122 -0.202 0.288  -0.218
S 4.366 -0.158 0.523  0.793
O 4.109 -1.013 1.757  -0.538
C 3.921 1.523 0.835  -0.265
H 6.357 -0.086 1.260  0.006
H 6.508 0.667 -0.271  0.078
H 6.406 -1.112 -0.105  0.026
H 4.239 2.048 -0.094  0.067
H 4.492 1.741 1.728  0.058
H 2.845 1.675 0.899  0.019
C 5.781 -5.664 0.870  -0.273
S 4.061 -5.307 0.363  0.837
O 3.429 -5.114 1.783  -0.560
C 4.280 -3.673 -0.189  -0.298
H 6.014 -5.139 1.792  0.048
H 6.507 -5.327 0.062  0.064
H 5.819 -6.718 1.145  0.036
H 5.131 -3.236 0.272  0.026
H 3.347 -3.176 0.014  0.024
H 4.495 -3.675 -1.254  0.056
C -3.337 1.715 -2.316  -0.291
S -5.021 2.005 -2.846  0.883
O -5.734 2.297 -1.533  -0.577
C -4.665 3.698 -3.319  -0.270
H -3.310 0.690 -1.898  0.009
H -3.043 2.337 -1.493  0.023
H -2.737 1.795 -3.178  0.039
H -4.077 4.193 -2.599  0.011
H -5.654 4.273 -3.394  0.093
H -4.106 3.790 -4.225  0.038
C 0.426 -7.013 -1.904  -0.274
S 0.098 -5.441 -1.171  0.812
O 1.007 -5.309 0.023  -0.543
C 0.761 -4.317 -2.382  -0.258
H 1.417 -7.362 -1.912  0.040
H 0.035 -6.896 -2.948  0.070
H -0.100 -7.779 -1.337  0.052
H 0.791 -3.413 -1.764  0.021
H 0.069 -4.125 -3.147  0.019
H 1.744 -4.582 -2.794  0.077
C 1.388 4.107 -0.372  -0.310
S 0.330 4.239 -1.744  0.887
O 0.233 2.857 -2.428  -0.566
C -1.131 4.593 -0.776  -0.236
H 0.966 3.556 0.477  0.030
H 1.621 5.017 0.183  0.064
H 2.392 3.640 -0.575  0.070
H -0.862 5.328 -0.115  0.029
H -1.382 3.679 -0.242  0.039
H -1.909 4.819 -1.445  0.034
C 0.809 -0.929 3.119  -0.280
S 1.427 -2.070 1.903  0.863
O 2.006 -3.343 2.588  -0.531
C -0.216 -2.663 1.487  -0.266
H 0.309 -1.239 4.016  0.064
H 0.152 -0.267 2.581  -0.009
H 1.587 -0.118 3.329  0.058
H -0.262 -2.970 0.441  0.011
H -0.932 -1.891 1.577  0.008
H -0.685 -3.404 2.121  0.075
C -0.655 4.282 3.955  -0.272
S -0.117 2.625 3.740  0.845
O -0.734 2.059 2.481  -0.551
C 1.585 2.977 3.468  -0.287
H -0.029 4.926 4.428  0.018
H -1.640 4.267 4.484  0.075
H -0.811 4.720 2.950  0.061
H 1.870 3.936 2.903  0.085
H 2.094 2.138 2.987  0.024
H 2.023 3.175 4.471  0.072
C -3.939 1.797 1.152  -0.280
S -4.549 3.390 0.836  0.810
O -6.103 3.360 1.106  -0.531
C -3.666 4.291 2.042  -0.293
H -4.131 1.460 2.138  0.054
H -2.819 1.702 1.082  0.054
H -4.280 1.104 0.381  0.042
H -2.638 4.126 1.673  0.010
H -3.720 3.729 3.026  0.082
H -3.982 5.291 2.121  0.042
C 0.080 0.747 -0.264  -0.299
S 1.163 0.159 -1.526  0.871
O 1.681 -1.112 -0.822  -0.614
C -0.235 -0.274 -2.561  -0.273
H -0.455 -0.078 0.150  0.037
H -0.600 1.530 -0.509  0.018
H 0.529 1.183 0.640  0.030
H -0.690 -1.228 -2.270  0.032
H 0.273 -0.515 -3.545  0.077
H -0.982 0.543 -2.616  0.029


Entry 2:
Computed, not measured: 10 unconnected molecules or ions with the total composition C20H60O10S10 in a non-equilibrium geometry, with the ωB97M-V functional and the def2-TZVPD basis.

Energy above the lowest of the compared OMol25 structures with the same formula, charge and spin = 53.8 kcal/mol
HOMO-LUMO gap = 8.690 eV
Energy = -5531.886802 Ha
F_max = 4.3 eV Å⁻¹

Each line ends with the Löwdin charge.
Element x y z (Å)
C -1.077 4.702 1.026  -0.262
S -1.877 5.033 -0.503  0.778
O -3.047 5.934 -0.258  -0.559
C -2.605 3.402 -0.737  -0.263
H -0.592 3.770 0.972  -0.002
H -1.954 4.675 1.733  0.069
H -0.398 5.463 1.331  0.046
H -3.229 3.463 -1.667  0.074
H -3.199 3.291 0.202  0.044
H -1.714 2.729 -0.903  0.048
C -2.456 -2.481 -4.570  -0.287
S -1.328 -2.932 -3.261  0.878
O -1.975 -2.676 -1.910  -0.588
C -1.681 -4.738 -3.423  -0.218
H -2.334 -1.430 -4.730  0.034
H -3.507 -2.689 -4.415  0.061
H -2.164 -2.938 -5.511  0.059
H -0.815 -5.355 -3.753  0.043
H -2.397 -4.864 -4.224  0.030
H -2.074 -4.998 -2.429  0.060
C -3.385 2.755 3.610  -0.235
S -4.001 1.196 4.305  0.843
O -2.982 0.185 3.872  -0.575
C -3.567 1.476 5.999  -0.266
H -3.799 3.671 4.048  0.075
H -3.612 2.795 2.602  -0.007
H -2.325 2.614 3.659  0.043
H -4.176 2.280 6.427  0.064
H -2.563 1.757 6.013  0.029
H -3.713 0.468 6.437  0.066
C -2.528 -3.306 4.193  -0.260
S -0.912 -3.138 4.867  0.798
O -0.080 -4.153 4.173  -0.556
C -0.406 -1.469 4.324  -0.245
H -2.419 -3.230 3.150  0.026
H -3.110 -2.558 4.717  0.047
H -2.955 -4.274 4.331  0.051
H -0.297 -1.527 3.215  0.057
H 0.571 -1.292 4.816  0.056
H -1.110 -0.723 4.636  0.004
C 3.172 -2.787 2.964  -0.282
S 3.071 -3.223 1.269  0.854
O 2.001 -2.295 0.641  -0.583
C 4.540 -2.329 0.920  -0.303
H 4.082 -3.317 3.337  0.082
H 2.336 -3.130 3.578  0.036
H 3.186 -1.708 2.984  0.051
H 5.424 -2.813 1.176  0.040
H 4.472 -1.434 1.537  0.034
H 4.715 -2.115 -0.141  0.053
C -0.142 -0.142 -0.764  -0.208
S 0.913 0.848 0.311  0.857
O 0.916 2.141 -0.402  -0.581
C -0.342 1.071 1.591  -0.241
H -0.118 0.304 -1.698  0.031
H -1.162 0.042 -0.402  0.037
H 0.032 -1.195 -0.790  0.032
H -1.250 1.573 1.173  0.050
H 0.066 1.566 2.445  0.050
H -0.570 0.069 1.795  0.006
C 0.756 3.888 -2.915  -0.298
S 2.038 3.011 -3.779  0.768
O 1.490 1.816 -4.350  -0.528
C 2.318 4.422 -4.930  -0.261
H 1.202 4.787 -2.446  0.068
H 0.571 3.240 -2.091  -0.027
H -0.122 4.194 -3.520  0.080
H 3.281 4.288 -5.403  0.029
H 2.383 5.356 -4.360  0.048
H 1.503 4.497 -5.689  0.069
C 5.267 2.536 1.218  -0.280
S 5.709 1.389 -0.056  0.826
O 6.078 0.125 0.663  -0.558
C 4.061 1.355 -0.771  -0.294
H 4.299 2.369 1.772  0.088
H 5.216 3.401 0.623  0.018
H 6.163 2.596 1.877  0.069
H 3.531 0.785 0.018  0.008
H 3.790 0.861 -1.721  0.066
H 3.595 2.343 -0.755  0.039
C 3.589 -3.697 -2.330  -0.257
S 2.679 -3.869 -3.890  0.822
O 1.358 -4.480 -3.615  -0.588
C 2.407 -2.089 -4.199  -0.257
H 3.591 -4.686 -1.889  0.055
H 3.153 -2.986 -1.655  0.015
H 4.611 -3.479 -2.527  0.042
H 1.801 -1.679 -3.389  0.042
H 1.892 -1.976 -5.172  0.054
H 3.489 -1.782 -4.404  0.076
C -3.454 -1.751 0.510  -0.264
S -4.402 -0.281 0.292  0.843
O -3.627 0.957 0.601  -0.576
C -4.504 -0.338 -1.526  -0.242
H -4.166 -2.561 0.521  0.063
H -2.950 -1.647 1.442  0.024
H -2.742 -1.907 -0.285  0.001
H -3.639 0.205 -1.916  0.051
H -5.443 0.107 -1.849  0.042
H -4.320 -1.332 -1.991  0.047


Entry 3:
Computed, not measured: a molecular structure, C20H60O14PRb in a non-equilibrium geometry, with the ωB97M-V functional and the def2-TZVPD basis.

HOMO-LUMO gap = 4.144 eV
Net charge = -2
Energy = -2216.873816 Ha
F_max = 5.9 eV Å⁻¹

Each line ends with the Löwdin charge.
Element x y z (Å)
Rb -0.081 -0.412 0.551  0.991
P 1.999 1.036 -1.645  0.119
O 2.494 -0.343 -1.157  -0.411
O 0.443 1.236 -1.443  -0.555
O 2.489 1.350 -3.149  -0.416
O 2.741 2.054 -0.660  -0.437
C -3.603 -1.198 0.684  -0.080
C -3.495 -0.575 -0.727  -0.238
O -2.257 -1.124 -1.249  -0.176
H -2.736 -1.005 1.317  0.023
H -3.724 -2.273 0.551  0.060
H -4.449 -1.010 1.345  0.074
H -3.433 0.513 -0.752  0.097
H -4.279 -1.004 -1.350  0.107
H -2.009 -0.559 -1.985  0.031
C -1.810 -4.242 0.628  -0.055
C -1.685 -3.820 2.092  -0.382
O -1.047 -2.656 2.112  -0.143
H -2.668 -4.913 0.597  0.071
H -0.976 -4.782 0.178  0.069
H -2.024 -3.371 0.008  0.056
H -1.090 -4.569 2.615  0.113
H -2.597 -3.727 2.682  0.113
H -0.661 -2.681 2.990  0.105
C -2.711 0.770 4.227  -0.071
C -2.095 1.487 3.016  -0.287
O -3.170 2.239 2.403  -0.091
H -3.766 0.710 3.957  0.063
H -2.793 1.363 5.138  0.067
H -2.280 -0.214 4.411  0.066
H -1.708 0.875 2.201  0.041
H -1.312 2.129 3.418  0.101
H -2.758 3.021 2.028  0.028
C -0.586 4.794 -3.877  -0.109
C 0.574 4.065 -3.363  -0.397
O 1.318 3.376 -4.298  -0.084
H -0.264 5.360 -4.751  0.063
H -1.125 5.488 -3.233  0.065
H -1.274 4.086 -4.338  0.066
H 0.268 3.377 -2.575  0.082
H 1.265 4.754 -2.878  0.115
H 1.707 2.648 -3.808  -0.024
C 0.996 -4.144 -3.730  -0.079
C 1.084 -2.824 -2.948  -0.340
O 2.310 -2.198 -2.986  -0.092
H 1.218 -3.919 -4.773  0.064
H 0.007 -4.599 -3.761  0.056
H 1.680 -4.897 -3.340  0.061
H 1.030 -3.004 -1.874  0.089
H 0.384 -2.093 -3.353  0.099
H 2.261 -1.432 -2.410  -0.009
C -2.329 4.391 0.164  -0.087
C -1.913 3.187 -0.583  -0.322
O -0.861 2.690 0.181  -0.127
H -1.610 4.754 0.898  0.091
H -3.225 4.269 0.773  0.055
H -2.621 5.149 -0.562  0.072
H -1.372 3.422 -1.499  0.097
H -2.700 2.450 -0.740  0.102
H -0.299 2.231 -0.448  -0.031
C 4.708 -0.512 4.366  -0.085
C 3.869 -1.788 4.354  -0.354
O 2.587 -1.496 3.931  -0.073
H 4.559 0.083 3.465  0.082
H 5.724 -0.903 4.307  0.064
H 4.474 0.096 5.240  0.065
H 4.022 -2.284 5.313  0.100
H 4.353 -2.476 3.661  0.097
H 2.635 -1.443 2.973  0.047
C 1.469 1.637 4.024  -0.086
C 1.829 2.331 2.698  -0.308
O 2.233 1.296 1.821  -0.128
H 1.212 2.353 4.804  0.062
H 2.276 1.075 4.494  0.042
H 0.703 0.903 3.772  0.059
H 2.538 3.152 2.801  0.104
H 0.944 2.860 2.344  0.093
H 2.140 1.594 0.913  -0.019
C 1.972 -4.014 0.667  -0.090
C 3.027 -2.970 0.477  -0.272
O 2.445 -1.774 1.028  -0.196
H 1.702 -4.047 1.722  0.073
H 2.394 -4.987 0.413  0.069
H 1.094 -3.913 0.029  0.047
H 3.329 -2.829 -0.560  0.115
H 3.908 -3.183 1.083  0.103
H 2.367 -1.224 0.245  -0.045
C -1.977 0.749 -5.575  -0.068
C -1.079 0.642 -4.282  -0.234
O -1.679 1.056 -3.020  -0.136
H -2.642 -0.111 -5.498  0.047
H -1.482 0.741 -6.547  0.062
H -2.666 1.590 -5.498  0.055
H -0.213 1.301 -4.357  0.097
H -0.709 -0.369 -4.111  0.090
H -0.939 1.177 -2.420  -0.009


Entry 4:
Computed, not measured: 11 unconnected molecules or ions with the total composition C20H65N19O11 in a non-equilibrium geometry, with the ωB97M-V functional and the def2-TZVPD basis.

Energy above the lowest of the compared OMol25 structures with the same formula, charge and spin = 163.2 kcal/mol
HOMO-LUMO gap = 7.605 eV
Energy = -2669.105944 Ha
SMILES = COC[C@H](C)N.COC[C@H](C)N.COC[C@H](C)N.NC(N)=O.NC(N)=O.NC(N)=O.NC(N)=O.NC(N)=O.NC(N)=O.NC(N)=O.NC(N)=O
F_max = 10.1 eV Å⁻¹

Each line ends with the Löwdin charge.
Element x y z (Å)
C 4.369 -0.663 -3.789  -0.833
O 3.282 -1.024 -4.153  0.060
N 4.964 -1.216 -2.845  0.178
N 5.017 0.357 -4.245  0.177
H 5.970 -1.291 -2.798  0.131
H 4.575 -2.016 -2.368  0.115
H 5.954 0.630 -3.984  0.120
H 4.523 0.983 -4.865  0.119
C -0.890 2.671 2.847  -0.923
O 0.116 3.260 2.777  0.088
N -1.082 1.638 2.123  0.182
N -1.809 2.922 3.682  0.194
H -1.864 1.013 2.260  0.058
H -0.196 1.315 1.762  0.078
H -1.841 3.722 4.297  0.127
H -2.457 2.169 3.862  0.090
C 2.518 3.471 -3.193  -0.711
O 1.389 3.526 -2.695  0.009
N 2.783 4.147 -4.317  0.160
N 3.531 2.782 -2.759  0.177
H 2.007 4.601 -4.777  0.121
H 3.699 4.025 -4.726  0.099
H 3.470 2.219 -1.923  0.104
H 4.487 2.879 -3.070  0.107
C 3.923 -2.044 1.210  -0.826
O 3.290 -2.902 1.758  0.037
N 5.062 -1.587 1.632  0.189
N 3.626 -1.590 0.061  0.197
H 5.483 -1.965 2.469  0.131
H 5.494 -1.039 0.901  0.112
H 2.736 -1.976 -0.218  0.095
H 4.087 -0.881 -0.491  0.102
C 0.762 0.013 -0.456  -0.834
O 0.882 0.920 0.257  0.040
N 1.188 0.012 -1.654  0.229
N 0.337 -1.130 -0.014  0.226
H 1.312 0.929 -2.060  0.117
H 1.104 -0.884 -2.110  0.041
H 0.167 -1.798 -0.753  0.060
H -0.018 -1.136 0.931  0.066
C 3.549 2.821 1.496  -0.825
O 4.361 3.628 1.889  0.017
N 2.614 3.167 0.680  0.189
N 3.387 1.633 1.974  0.178
H 2.402 4.066 0.272  0.126
H 1.957 2.414 0.534  0.042
H 2.754 0.967 1.552  0.081
H 3.959 1.401 2.773  0.111
C -0.601 -4.818 1.322  -0.865
O -1.090 -5.894 1.394  0.054
N -1.245 -3.714 1.430  0.193
N 0.670 -4.650 1.336  0.188
H -2.232 -3.834 1.605  0.103
H -0.741 -2.875 1.680  0.044
H 1.197 -5.510 1.281  0.124
H 1.086 -3.731 1.292  0.071
C 0.813 -1.133 3.734  -0.700
O 0.109 -1.634 2.837  -0.029
N 2.089 -1.373 3.856  0.190
N 0.491 -0.035 4.322  0.197
H 2.447 -2.106 3.260  0.067
H 2.789 -0.855 4.368  0.119
H 1.185 0.563 4.749  0.131
H -0.445 0.226 4.046  0.103
C -1.941 2.706 -1.693  -0.063
C -1.703 4.017 -0.865  -0.365
C -2.796 4.113 0.280  -0.188
O -4.097 4.114 -0.274  -0.207
C -5.092 4.243 0.788  -0.077
N -0.340 4.033 -0.410  0.057
H -1.217 2.672 -2.507  0.053
H -2.901 2.614 -2.202  0.063
H -1.818 1.717 -1.252  0.052
H -1.865 4.851 -1.549  0.135
H -2.620 5.129 0.634  0.124
H -2.819 3.276 0.977  0.086
H -6.030 4.417 0.261  0.085
H -5.007 5.185 1.331  0.083
H -5.083 3.375 1.447  0.059
H 0.175 3.783 -1.242  0.007
H -0.014 3.320 0.227  0.030
C 0.383 -2.997 -4.652  -0.045
C 0.197 -2.481 -3.219  -0.434
C -0.972 -3.140 -2.492  -0.137
O -2.280 -2.898 -3.146  -0.182
C -2.915 -1.635 -2.983  -0.088
N 1.464 -2.699 -2.518  0.029
H 1.395 -2.756 -4.977  0.059
H -0.337 -2.571 -5.350  0.086
H 0.600 -4.062 -4.736  0.084
H -0.026 -1.423 -3.355  0.120
H -0.928 -2.923 -1.424  0.089
H -0.864 -4.225 -2.523  0.133
H -2.232 -0.840 -3.280  0.083
H -3.379 -1.556 -2.000  0.067
H -3.763 -1.618 -3.669  0.088
H 1.566 -3.700 -2.431  0.097
H 2.272 -2.440 -3.065  0.037
C -3.179 -0.710 0.818  -0.048
C -4.267 -0.439 1.906  -0.355
C -4.139 -1.450 3.102  -0.144
O -4.606 -2.724 2.533  -0.208
C -4.432 -3.867 3.337  -0.122
N -4.107 0.985 2.315  0.029
H -2.192 -0.737 1.281  0.047
H -3.302 -0.078 -0.061  0.072
H -3.303 -1.710 0.404  0.066
H -5.301 -0.540 1.579  0.131
H -4.631 -1.105 4.011  0.118
H -3.074 -1.524 3.318  0.107
H -5.038 -3.628 4.211  0.085
H -3.422 -4.061 3.696  0.079
H -4.674 -4.802 2.831  0.095
H -3.903 1.603 1.543  0.039
H -4.897 1.393 2.795  0.075


Q: Which of these has the lowest HOMO-LUMO gap?
A: C20H60O14PRb


Q: Which formula does entry 2 have?
A: C20H60O10S10


Q: Which of these has the highest energy?
A: C20H60O14PRb